C2H4N4O | ωB97M-V/def2-TZVPD

Structure (XYZ):
```
11
C2H4N4O ωB97M-V/def2-TZVPD
O 1.82 -1.00 -1.52
N -2.05 0.52 0.39
N 0.08 -0.03 1.17
N -0.31 0.08 -1.14
N 1.28 -0.31 0.46
C -0.75 0.21 0.18
C 0.91 -0.32 -0.95
H 1.97 -1.22 -0.18
H -2.34 0.76 1.32
H -2.57 0.90 -0.39
H 1.97 0.43 0.66
```

Max |F| in Eh/bohr: 0.0063
LUMO energy in eV: 0.7
Energy relative to the best compared isomer or geometry (same formula, charge and spin) in kJ/mol: 272.7
Calculated total energy in Eh: -372.7965
Charge: 0

***

C2H4N4O | ωB97M-V/def2-TZVPD

Structure (XYZ):
```
11
C2H4N4O ωB97M-V/def2-TZVPD
O 1.11 -0.01 -0.73
N -0.33 0.27 2.35
N -1.06 0.04 0.07
N -0.65 -0.45 -2.20
N 1.25 0.27 0.65
C -0.09 0.19 1.16
C -0.25 -0.08 -0.96
H -1.67 -0.44 -2.02
H -0.02 -0.61 -3.01
H 1.83 -0.57 1.01
H -1.38 0.12 2.55
```

Max |F| in Eh/bohr: 0.0771
LUMO energy in eV: 0.6
Energy relative to the best compared isomer or geometry (same formula, charge and spin) in kJ/mol: 225.3
Calculated total energy in Eh: -372.8145
Charge: 0
SMILES: [H]/N=c1\nc(N)o[nH]1